The following is a quantum chemistry calculation of a molecular structure, C52H46OP2SSbSe6Tl in a non-equilibrium geometry, from the Open Molecules 2025 dataset.

Geometry as XYZ:
```
110
Properties=species:S:1:pos:R:3
Tl -0.16491 1.74247 -0.02467
O 0.37024 -1.11817 -0.38293
S -1.02590 -1.06015 0.18501
C -1.21980 -2.44389 1.32734
C -1.51466 -3.70889 0.86622
C -1.90509 -4.75152 1.71741
C -2.03096 -4.48755 3.05729
C -2.53014 -5.31468 4.19847
C -2.26516 -4.45732 5.45700
C -1.76693 -3.14656 4.93733
C -1.39299 -1.99073 5.57372
C -0.90567 -0.93853 4.79331
C -0.79188 -0.99650 3.41144
P 0.05062 0.41621 2.61229
C -0.78581 1.82439 3.42272
C -0.34351 2.48359 4.56295
C -1.07544 3.54664 5.06538
C -2.22310 3.97798 4.42038
C -2.67907 3.31314 3.29261
C -1.97066 2.23157 2.80832
C 1.71294 0.33282 3.33893
C 2.26867 -0.88523 3.72131
C 3.56101 -0.92205 4.21378
C 4.30839 0.24236 4.30335
C 3.76624 1.45214 3.89498
C 2.48107 1.49628 3.38962
C -1.20391 -2.16240 2.71886
C -1.65314 -3.21887 3.53752
C -2.09835 -1.60125 -1.15847
C -3.36166 -2.03536 -0.80660
C -4.30800 -2.45930 -1.74753
C -3.93462 -2.48222 -3.06627
C -4.67197 -2.91271 -4.29430
C -3.66401 -2.73125 -5.44892
C -2.46139 -2.11016 -4.81574
C -1.28445 -1.65652 -5.35008
C -0.37060 -1.04109 -4.49117
C -0.55693 -0.91229 -3.12052
P 0.72247 0.14281 -2.35189
C 0.63764 1.55231 -3.54601
C 1.51828 1.80516 -4.59060
C 1.28294 2.87410 -5.43950
C 0.16947 3.67996 -5.27170
C -0.72767 3.42271 -4.24669
C -0.47885 2.37012 -3.38938
C 2.27275 -0.71725 -2.71800
C 3.43816 0.02039 -2.91695
C 4.59991 -0.61847 -3.30277
C 4.61877 -1.99648 -3.46346
C 3.47639 -2.73626 -3.20759
C 2.30547 -2.10213 -2.82661
C -1.71637 -1.47325 -2.51773
C -2.65740 -2.01201 -3.42626
H -1.48674 -3.90272 -0.19680
H -2.12912 -5.71935 1.29860
H -2.03245 -6.28262 4.25113
H -3.59807 -5.51068 4.07336
H -1.50784 -4.91988 6.09253
H -3.15967 -4.33083 6.06730
H -1.44445 -1.88539 6.64644
H -0.57923 -0.04444 5.30333
H 0.56413 2.17096 5.05985
H -0.74711 4.03077 5.97282
H -2.76727 4.82588 4.80241
H -3.58764 3.63831 2.80327
H -2.35644 1.65109 1.97305
H 1.68660 -1.79454 3.66156
H 3.98515 -1.86298 4.52818
H 5.31267 0.20867 4.69557
H 4.34825 2.35873 3.96367
H 2.05659 2.44104 3.06890
H -3.61734 -2.07662 0.24393
H -5.28658 -2.77168 -1.41916
H -5.55436 -2.28776 -4.44279
H -5.01935 -3.94232 -4.20483
H -4.06113 -2.09775 -6.24226
H -3.39710 -3.68736 -5.90276
H -1.06830 -1.72065 -6.40461
H 0.53609 -0.64054 -4.92585
H 2.36664 1.16027 -4.76629
H 1.97493 3.05806 -6.24690
H -0.01122 4.50083 -5.94481
H -1.61639 4.02754 -4.13370
H -1.19597 2.13185 -2.61093
H 3.42366 1.09661 -2.79895
H 5.49503 -0.04299 -3.47911
H 5.52399 -2.48649 -3.78539
H 3.50208 -3.80915 -3.31600
H 1.41092 -2.67081 -2.62312
C 2.01872 5.85873 0.03123
Se 2.17447 4.00374 0.61357
C 3.62337 3.44652 -0.61603
C 4.25456 2.15980 -0.13535
Se 2.85757 0.78583 0.12678
C 3.99545 -0.72310 0.52597
H 1.56004 5.91239 -0.95262
H 3.00997 6.30616 0.02297
H 1.39786 6.37629 0.75893
H 4.35598 4.25594 -0.61363
H 3.19969 3.34847 -1.61890
H 4.76130 2.30683 0.82025
H 4.97512 1.77605 -0.86208
H 4.53018 -0.54670 1.45698
H 4.68597 -0.88334 -0.30018
H 3.33468 -1.58099 0.62230
Se -4.91656 4.38083 -3.27158
Sb -5.04812 4.54832 -0.89167
Se -4.92981 2.11609 0.33404
Se -4.47686 6.18517 0.74990
Se -3.14695 1.42779 -0.76775
```

Results
**HOMO-LUMO gap (alpha / beta)**: 4.0 / 4.0 eV
**Energy**: -489425.1628 eV
**Net charge**: +2
**HOMO energy (alpha / beta)**: -0.44057 / -0.44063 Ha

The following is a quantum chemistry calculation of a molecular structure, C51H59ClGeN5OP2RuSe in a non-equilibrium geometry, from the Open Molecules 2025 dataset.

Geometry as XYZ:
```
122
Properties=species:S:1:pos:R:3
Ru 0.43864 -0.25356 0.01475
C 3.81870 -1.94590 0.30522
P 2.84649 -0.39368 0.19345
C 3.34404 0.34045 1.77583
N 4.65133 0.44109 2.05135
C 4.98282 1.04139 3.21857
C 6.32435 1.30506 3.51497
C 6.67282 1.95426 4.69100
C 5.69966 2.32311 5.60278
C 4.35898 2.07180 5.34116
C 3.97492 1.44768 4.14999
N 2.66220 1.23780 3.88510
C 2.36959 0.70894 2.68850
P 0.62025 0.42908 2.32801
C -0.00703 2.01718 3.01619
C 0.11849 -0.79786 3.68433
C 1.23115 -1.82841 3.85340
C -0.13859 -0.15456 5.04690
C -1.15018 -1.45787 3.14656
C 3.86703 0.57832 -1.09610
C 2.97116 1.75896 -1.46663
C 4.14904 -0.28513 -2.32621
C 5.21676 1.09733 -0.60194
H 4.88663 -1.72046 0.29319
H 3.53585 -2.60959 -0.51116
H 3.55745 -2.42593 1.24995
H 7.08062 1.01492 2.79883
H 7.71643 2.16506 4.89758
H 5.98527 2.82061 6.52290
H 3.59097 2.36368 6.04734
H 0.54886 2.23953 3.92701
H -1.08116 1.97007 3.19436
H 0.20705 2.76742 2.25952
H 2.11721 -1.36853 4.28964
H 1.51073 -2.26096 2.89292
H 0.90172 -2.63545 4.51067
H 0.73780 0.40278 5.37151
H -0.33217 -0.94062 5.78027
H -1.00024 0.50991 5.03238
H -0.94868 -1.88157 2.15641
H -1.94040 -0.71588 3.02683
H -1.50287 -2.24926 3.80993
H 1.97328 1.38733 -1.73300
H 3.39168 2.32790 -2.29951
H 2.86522 2.41958 -0.60467
H 3.24494 -0.70838 -2.74945
H 4.81799 -1.10640 -2.07879
H 4.62807 0.32561 -3.09569
H 5.09943 1.91087 0.10853
H 5.79419 1.46528 -1.45502
H 5.78751 0.31052 -0.11560
C -1.48332 0.20057 -0.42184
Ge -2.57750 0.86489 -1.84419
C -4.55463 0.53994 -1.65855
C -5.16087 0.31877 -0.43105
C -6.53427 0.41662 -0.28040
C -7.33489 0.72288 -1.36717
C -6.74981 0.90882 -2.60880
C -5.37664 0.82829 -2.73937
C -2.16181 0.25760 -3.74092
C -2.86012 -0.78954 -4.32860
C -2.45505 -1.34366 -5.52943
C -1.32346 -0.87042 -6.17203
C -0.58587 0.14279 -5.58220
C -1.00455 0.68994 -4.38633
C -2.93825 2.86675 -2.19668
C -2.21790 3.67212 -3.07205
C -2.45546 5.03295 -3.18123
C -3.45544 5.62918 -2.42945
C -4.21202 4.83988 -1.57538
C -3.94372 3.48790 -1.46150
H -4.53368 0.09483 0.42135
H -6.98257 0.27459 0.69497
H -8.40830 0.82397 -1.24967
H -7.36865 1.14197 -3.46833
H -4.91998 1.02190 -3.69912
H -3.73722 -1.18118 -3.83023
H -3.01533 -2.16427 -5.96004
H -1.01122 -1.29382 -7.11897
H 0.33225 0.48524 -6.04516
H -0.39169 1.45011 -3.91606
H -1.46304 3.22591 -3.70163
H -1.86431 5.63588 -3.86349
H -3.65482 6.69126 -2.52090
H -5.01511 5.28428 -0.99879
H -4.53556 2.88355 -0.78835
Cl 2.48219 -3.24248 -3.05903
C 0.83828 -3.54133 -2.57853
C 0.40990 -4.85139 -2.68646
C -0.88961 -5.17948 -2.35024
C -1.74191 -4.17755 -1.90298
C -1.29518 -2.88149 -1.79207
C 0.01730 -2.50196 -2.12316
C 0.44799 -1.10838 -2.00063
H 1.10294 -5.61359 -3.01591
H -1.22843 -6.20432 -2.43037
H -2.75601 -4.42746 -1.61733
H -1.94452 -2.11030 -1.38953
H -0.26331 -0.48055 -2.53856
H 1.42444 -0.97861 -2.47229
Se 0.81501 -3.66191 0.76267
C 0.12162 -4.95780 1.93779
C 0.96626 -5.73164 2.74123
C 0.43058 -6.74857 3.49788
N -0.86356 -7.05037 3.53600
C -1.66644 -6.29452 2.79313
C -1.24255 -5.25752 1.99289
H 2.02524 -5.52677 2.76154
H 1.06493 -7.37465 4.11871
H -2.71756 -6.55936 2.85547
H -1.93889 -4.67900 1.40694
C -2.04747 3.59510 1.02222
N -1.17010 4.16734 0.02452
C -0.13120 3.44769 -0.48456
N 0.49733 4.05597 -1.55658
O 0.30091 2.42716 0.01552
H -3.07401 3.88546 0.81471
H -1.76492 3.96077 2.01138
H -1.95744 2.50506 0.97961
H -1.57556 4.86918 -0.57376
H -0.08440 4.57779 -2.19307
H 1.16697 3.44550 -1.99964
```

Results
**HOMO-LUMO gap (alpha / beta)**: 4.2 / 5.3 eV
**Energy**: -218885.4624 eV
**Net charge**: -2
**2S+1**: 6
**HOMO energy (alpha / beta)**: -0.01611 / -0.05797 Ha

The following is a quantum chemistry calculation of a molecular structure, C38H57Br2I3O17S5 in a non-equilibrium geometry, from the Open Molecules 2025 dataset.

Geometry as XYZ:
```
122
Properties=species:S:1:pos:R:3
C -0.96744 -2.34605 -3.80113
C -1.63726 -3.11805 -2.57859
C -3.11921 -3.59751 -2.87783
I -4.27296 -3.96295 -1.04471
C -3.89223 -2.73418 -3.90919
C -4.51927 -3.34347 -5.09394
C -4.45372 -4.86970 -5.37162
Br -5.66743 -5.95103 -4.25366
C -3.64513 -5.45052 -6.29364
C -3.69784 -7.01435 -6.44303
Br -2.48521 -4.30817 -7.37601
C -5.28259 -2.56388 -6.08079
C -5.46755 -1.13182 -5.93679
C -4.85315 -0.50748 -4.75741
C -4.07157 -1.27201 -3.76723
C -3.47940 -0.45909 -2.58667
O -3.24916 -0.89761 -1.48795
C -3.21066 1.06200 -2.86233
C -4.01923 1.81707 -3.84573
C -3.85379 3.22984 -4.12049
C -2.83114 3.98822 -3.39437
C -1.98425 3.27318 -2.44421
C -2.16756 1.83150 -2.17615
C -1.22026 1.21245 -1.12924
I 0.81197 0.67493 -1.66104
C -1.72052 1.05622 0.12926
C -3.18552 1.47612 0.48261
I -0.52328 0.25641 1.75115
C -5.10099 1.02980 -4.61752
O -6.06022 1.60144 -5.08465
H -1.39750 -1.33090 -3.97135
H 0.12942 -2.30124 -3.55976
H -1.07131 -3.03099 -4.68769
H -1.02892 -4.06387 -2.46986
H -1.52257 -2.57686 -1.60626
H -3.02290 -4.61954 -3.34177
H -4.63946 -7.25460 -6.99293
H -2.81277 -7.33662 -7.04461
H -3.63605 -7.49362 -5.43221
H -5.75526 -3.09374 -6.94643
H -6.03689 -0.49471 -6.65772
H -4.55622 3.68011 -4.86433
H -2.75162 5.07901 -3.60537
H -1.19539 3.87819 -1.93366
H -3.34655 1.31729 1.57901
H -3.96940 0.88664 -0.05396
H -3.31659 2.55013 0.19985
O -4.81920 4.26510 2.27763
S -6.01026 4.65222 1.57772
O -6.55114 5.97519 1.68184
O -7.17182 3.59013 1.89807
C -7.49446 3.32882 3.26922
C -8.32758 4.44301 3.87443
C -5.82007 4.26001 -0.13493
H -6.58612 3.15346 3.85095
H -8.06971 2.40222 3.28295
H -7.75034 5.36508 3.95740
H -8.66933 4.16752 4.87368
H -9.19484 4.65994 3.24814
H -5.45025 3.24074 -0.22598
H -5.10033 4.96033 -0.55751
H -6.78270 4.37172 -0.63041
O 3.64791 -0.50860 -2.67886
S 4.80164 -1.19804 -3.17930
O 4.93036 -2.62148 -3.07691
O 6.11939 -0.51111 -2.57682
C 6.22825 -0.37859 -1.15101
C 6.59334 -1.69359 -0.49081
C 5.06152 -0.73096 -4.86282
H 5.30656 0.03215 -0.73147
H 7.01896 0.34957 -0.96533
H 5.78327 -2.41729 -0.58249
H 6.79631 -1.54859 0.57127
H 7.47310 -2.13274 -0.96446
H 5.00634 0.35279 -4.94149
H 4.27554 -1.19214 -5.45956
H 6.03510 -1.09706 -5.18292
O 6.80195 -4.75603 0.42078
S 6.47671 -6.15227 0.41486
O 6.01665 -6.82311 1.59400
O 7.71472 -6.97270 -0.20053
C 9.00810 -6.79102 0.38682
C 9.14275 -7.54336 1.69743
C 5.33253 -6.46589 -0.89341
H 9.22502 -5.72786 0.51712
H 9.73304 -7.18257 -0.32813
H 8.49280 -7.11802 2.46349
H 10.17023 -7.49748 2.06280
H 8.85474 -8.58886 1.57334
H 5.69757 -5.99367 -1.80334
H 4.37420 -6.03590 -0.60500
H 5.23364 -7.54191 -1.02369
O 0.80981 -0.37578 4.90597
S 1.71215 0.71899 5.13757
O 2.73859 1.06499 4.19987
O 2.37418 0.54919 6.59366
C 3.04096 -0.68166 6.89604
C 4.41124 -0.75430 6.24870
C 0.76449 2.16526 5.49103
H 2.42194 -1.53491 6.60786
H 3.15379 -0.71703 7.98057
H 4.33026 -0.81042 5.16220
H 4.95240 -1.63745 6.59298
H 4.99651 0.13674 6.48364
H 0.00922 1.91932 6.23473
H 0.28925 2.48708 4.56519
H 1.43140 2.94375 5.85473
O 0.22714 5.19504 4.69609
S 0.37820 6.54725 4.24074
O 1.01464 6.85482 2.99562
O 1.06715 7.41427 5.40515
C 2.31138 6.95571 5.94749
C 3.47425 7.25196 5.01937
C -1.19860 7.34191 4.27740
H 2.25739 5.89047 6.18587
H 2.45713 7.48929 6.88767
H 3.40537 6.66436 4.10274
H 4.42262 7.01240 5.50347
H 3.47768 8.30423 4.72930
H -1.67061 7.14704 5.23806
H -1.79950 6.92274 3.47105
H -1.05792 8.40962 4.12045
```

Results
**HOMO-LUMO gap**: 7.3 eV
**Energy**: -293695.9101 eV
**HOMO energy**: -0.30434 Ha

The following is a quantum chemistry calculation of a single C23H27N3O6S molecule in a non-equilibrium geometry, from the Open Molecules 2025 dataset.

Geometry as XYZ:
```
60
Properties=species:S:1:pos:R:3
C 6.08851 1.19892 -2.12140
O 5.67664 0.52997 -0.95526
C 4.45235 0.83273 -0.42338
C 3.63695 1.84924 -0.90272
C 2.40973 2.13974 -0.33190
C 1.97558 1.40338 0.75848
C 2.79142 0.39853 1.26504
C 4.00894 0.08094 0.68386
O 4.68191 -0.94904 1.27159
C 5.46810 -1.80266 0.46278
H 4.92377 -2.09460 -0.43885
H 6.41606 -1.33907 0.18453
H 5.65977 -2.68329 1.07594
H 2.47172 -0.18535 2.11392
N 0.70542 1.54447 1.34203
C -0.38874 2.09820 0.78001
O -0.38778 2.84625 -0.17940
C -1.70332 1.64742 1.43014
N -2.11900 0.40228 0.80404
S -1.20713 -0.95108 1.14660
O -2.01852 -2.12516 1.11370
O -0.49840 -0.68039 2.37339
C 0.01690 -1.08033 -0.13410
C 0.18621 -0.48513 -1.36046
O 1.32785 -0.94075 -1.89289
N 1.91684 -1.82538 -1.05055
C 1.15720 -1.93070 0.00346
C 1.46022 -2.83689 1.13240
H 1.06079 -2.42284 2.05388
H 0.98420 -3.80179 0.96078
H 2.53370 -2.98206 1.21139
C -0.57787 0.48874 -2.17132
H -0.39034 1.50341 -1.81921
H -0.24645 0.41702 -3.20425
H -1.64675 0.30534 -2.10681
C -3.37580 0.25088 0.19516
C -4.47538 1.01627 0.56918
C -5.70182 0.84735 -0.05708
C -5.83044 -0.11110 -1.05236
C -4.75389 -0.90437 -1.41861
C -3.52706 -0.70958 -0.79871
H -2.69632 -1.34506 -1.05997
C -4.88719 -1.95611 -2.47764
H -5.92572 -2.08456 -2.77075
H -4.31093 -1.68016 -3.36052
H -4.50337 -2.90657 -2.11246
H -6.78603 -0.24949 -1.53684
C -6.86840 1.70127 0.33867
H -6.84026 1.92903 1.40160
H -7.80773 1.20512 0.10859
H -6.84052 2.64417 -0.20824
H -4.39547 1.74044 1.36524
H -2.45070 2.41272 1.22456
H -1.58764 1.50754 2.50895
H 0.52851 0.87819 2.09116
H 1.79691 2.92484 -0.73954
H 3.95454 2.43990 -1.74627
H 7.04780 0.75634 -2.38648
H 6.22405 2.27103 -1.94574
H 5.38112 1.04837 -2.94274
```

Results
**HOMO-LUMO gap**: 8.6 eV
**Energy**: -51877.9443 eV
**HOMO energy**: -0.29092 Ha

The following is a quantum chemistry calculation of a molecular structure, C33H29IN2O6PSV in a non-equilibrium geometry, from the Open Molecules 2025 dataset.

Geometry as XYZ:
```
74
Properties=species:S:1:pos:R:3
V -0.11660 -0.31260 -0.30250
C -0.83390 -0.17720 -4.57420
C 0.60420 -0.20950 -4.19200
N 1.52140 -0.31470 -5.12180
C 2.80230 -0.42670 -4.79230
C 3.28270 -0.51500 -3.49430
C 4.77930 -0.61400 -3.27390
O 5.17830 -1.38110 -2.15840
C 2.33560 -0.42010 -2.44370
C 2.65620 -0.53840 -1.06510
N 1.85800 -0.39950 -0.02310
C 2.49320 -0.51290 1.22890
C 3.85210 -0.18570 1.39130
C 4.52000 -0.38710 2.57980
C 3.86570 -0.94160 3.66790
C 2.51200 -1.19620 3.57130
C 1.83310 -0.95440 2.38360
I -0.28540 -1.14480 2.44590
C 0.97320 -0.20020 -2.81960
O 0.16580 -0.07400 -1.84550
H -0.93400 0.16770 -5.59950
H -1.41190 0.45200 -3.89540
H -1.23170 -1.19330 -4.51690
H 3.48000 -0.47190 -5.63360
H 5.15880 0.40470 -3.10600
H 5.23660 -0.98290 -4.19440
H 5.54140 -2.22550 -2.44320
H 3.69100 -0.81790 -0.87750
H 4.39500 0.26900 0.57680
H 5.55580 -0.09870 2.64660
H 4.39350 -1.13060 4.58920
H 1.95820 -1.58010 4.41600
O -3.78150 0.46760 -1.34930
S -2.57770 0.99860 -0.80290
O -1.63020 1.57470 -1.74010
O -1.85980 -0.03890 0.04380
C -2.85700 2.33960 0.32500
C -4.09750 2.87290 0.60600
C -4.16820 4.07060 1.30500
C -3.00150 4.72700 1.66960
C -1.76210 4.17180 1.39970
C -1.68120 2.95060 0.73170
P -0.05400 2.18750 0.35380
C 0.74290 2.32500 1.99810
C 0.00710 2.21310 3.17650
C 0.65110 2.18450 4.40170
C 2.03180 2.27420 4.46300
C 2.77140 2.38550 3.29730
C 2.13290 2.40190 2.07170
C 0.68390 3.58920 -0.56810
C 1.27050 4.66280 0.10190
C 1.68490 5.77650 -0.60510
C 1.51400 5.83580 -1.97850
C 0.94630 4.76540 -2.65060
C 0.54120 3.63980 -1.95220
H -4.97920 2.35700 0.26310
H -5.12640 4.50520 1.54070
H -3.05420 5.68590 2.16520
H -0.85830 4.69220 1.68350
H -1.07290 2.15800 3.13960
H 0.07090 2.08690 5.30500
H 2.53100 2.26340 5.41980
H 3.84910 2.45140 3.34420
H 2.70300 2.50420 1.15590
H 1.40580 4.63510 1.17370
H 2.13400 6.60320 -0.07500
H 1.81780 6.71760 -2.52090
H 0.80780 4.81020 -3.72040
H 0.07330 2.81400 -2.46910
C -1.11490 -2.74610 -1.10410
O -0.21510 -2.05860 -0.33240
H -1.14100 -3.80480 -0.81050
H -0.85730 -2.66510 -2.17290
H -2.11610 -2.30160 -0.96710
```

Results
**HOMO-LUMO gap (alpha / beta)**: 7.2 / 7.1 eV
**Energy**: -103863.3951 eV
**Net charge**: +1
**2S+1**: 2
**HOMO energy (alpha / beta)**: -0.41463 / -0.41724 Ha